Below is a 14-piece molecular cluster, C42H92N12O18 overall, with properties calculated with wB97M-V/def2-TZVPD.

Cartesian coordinates (Å):
C (20.985, 12.169, 13.047)
C (20.673, 13.334, 12.096)
O (21.655, 13.988, 11.687)
N (19.381, 13.612, 11.833)
C (18.253, 12.766, 11.918)
H (22.070, 12.113, 13.142)
H (20.545, 11.203, 12.802)
H (20.604, 12.560, 13.991)
H (19.232, 14.495, 11.367)
H (17.443, 13.275, 12.441)
H (18.453, 11.903, 12.554)
H (17.931, 12.512, 10.908)
C (18.208, 13.440, 15.184)
C (16.785, 13.850, 15.373)
O (15.814, 13.117, 15.257)
N (16.640, 15.088, 15.861)
C (15.416, 15.576, 16.351)
H (18.557, 13.304, 16.207)
H (18.836, 14.204, 14.726)
H (18.401, 12.452, 14.766)
H (17.442, 15.701, 15.815)
H (15.484, 16.617, 16.667)
H (15.089, 15.030, 17.237)
H (14.705, 15.558, 15.525)
C (8.315, 13.936, 14.816)
C (9.154, 14.835, 15.702)
O (8.715, 15.171, 16.800)
N (10.315, 15.278, 15.177)
C (11.191, 16.231, 15.830)
H (8.866, 13.117, 14.354)
H (7.915, 14.634, 14.081)
H (7.538, 13.526, 15.460)
H (10.541, 15.006, 14.231)
H (11.153, 17.204, 15.339)
H (12.227, 15.942, 15.651)
H (11.006, 16.427, 16.886)
C (18.701, 10.235, 9.454)
C (20.138, 10.376, 9.048)
O (20.805, 9.490, 8.574)
N (20.607, 11.638, 9.040)
C (21.972, 11.952, 8.684)
H (18.257, 11.216, 9.287)
H (18.649, 10.167, 10.541)
H (18.071, 9.545, 8.892)
H (20.064, 12.416, 9.387)
H (22.258, 12.758, 9.360)
H (22.026, 12.333, 7.664)
H (22.614, 11.076, 8.770)
C (10.002, 10.590, 13.440)
C (10.796, 9.616, 12.616)
O (10.552, 9.542, 11.420)
N (11.683, 8.877, 13.255)
C (12.426, 7.788, 12.594)
H (8.955, 10.303, 13.541)
H (10.073, 11.616, 13.080)
H (10.280, 10.581, 14.494)
H (11.987, 9.204, 14.161)
H (12.677, 7.070, 13.374)
H (13.351, 8.241, 12.237)
H (11.947, 7.208, 11.805)
C (20.384, 17.870, 17.018)
C (19.529, 17.387, 15.882)
O (18.343, 17.123, 16.077)
N (20.083, 17.303, 14.694)
C (19.457, 16.828, 13.477)
H (21.410, 18.079, 16.716)
H (20.523, 17.117, 17.794)
H (19.951, 18.827, 17.307)
H (21.085, 17.395, 14.605)
H (20.107, 16.140, 12.937)
H (19.268, 17.636, 12.770)
H (18.517, 16.332, 13.719)
C (14.676, 9.867, 15.861)
C (13.318, 10.452, 16.011)
O (12.376, 9.629, 16.248)
N (13.232, 11.791, 15.911)
C (12.042, 12.577, 16.123)
H (14.607, 8.921, 16.398)
H (15.345, 10.619, 16.280)
H (14.936, 9.540, 14.854)
H (14.075, 12.303, 15.695)
H (11.244, 12.087, 16.682)
H (11.681, 12.803, 15.120)
H (12.226, 13.567, 16.542)
C (12.195, 11.399, 8.396)
C (10.784, 12.033, 8.592)
O (10.309, 12.729, 7.670)
N (10.103, 11.506, 9.634)
C (8.802, 11.765, 10.120)
H (12.387, 10.596, 9.107)
H (13.027, 12.050, 8.664)
H (12.298, 11.002, 7.386)
H (10.621, 10.900, 10.254)
H (8.364, 10.910, 10.634)
H (8.206, 12.000, 9.239)
H (8.734, 12.533, 10.891)
C (20.395, 16.208, 9.736)
C (18.913, 16.554, 9.952)
O (18.176, 15.723, 10.387)
N (18.456, 17.777, 9.526)
C (17.090, 18.271, 9.709)
H (20.495, 15.247, 9.231)
H (20.995, 16.274, 10.644)
H (20.766, 16.963, 9.042)
H (19.040, 18.425, 9.017)
H (17.144, 19.039, 10.480)
H (16.381, 17.532, 10.082)
H (16.906, 18.667, 8.710)
C (17.439, 8.731, 13.062)
C (16.553, 8.687, 11.879)
O (16.164, 9.749, 11.401)
N (16.272, 7.495, 11.254)
C (15.495, 7.258, 10.091)
H (16.805, 9.080, 13.878)
H (18.200, 9.471, 12.816)
H (17.964, 7.845, 13.420)
H (16.720, 6.715, 11.713)
H (15.557, 8.128, 9.438)
H (14.452, 6.965, 10.212)
H (15.949, 6.462, 9.500)
C (15.497, 16.571, 12.970)
C (14.156, 17.240, 13.307)
O (13.927, 17.614, 14.398)
N (13.358, 17.450, 12.239)
C (11.967, 17.908, 12.282)
H (16.297, 16.972, 13.592)
H (15.756, 16.864, 11.952)
H (15.528, 15.482, 13.003)
H (13.654, 17.098, 11.340)
H (11.269, 17.127, 11.981)
H (11.802, 18.597, 11.454)
H (11.711, 18.422, 13.208)
C (13.939, 18.377, 7.248)
C (13.034, 17.718, 8.276)
O (13.519, 17.423, 9.379)
N (11.777, 17.369, 7.918)
C (10.860, 16.693, 8.733)
H (13.404, 18.466, 6.303)
H (14.893, 17.873, 7.097)
H (14.207, 19.387, 7.560)
H (11.527, 17.571, 6.960)
H (10.067, 17.396, 8.989)
H (11.251, 16.297, 9.670)
H (10.431, 15.846, 8.197)
C (14.615, 13.035, 11.723)
C (13.904, 11.803, 12.048)
O (12.718, 12.218, 12.623)
C (12.499, 13.514, 12.284)
O (11.612, 14.233, 12.695)
O (13.522, 13.922, 11.555)
H (15.296, 13.030, 10.872)
H (15.145, 13.487, 12.562)
H (14.414, 11.260, 12.844)
H (13.833, 11.173, 11.162)
C (16.749, 14.556, 6.806)
C (15.761, 14.277, 7.944)
O (15.551, 12.943, 7.776)
C (16.527, 12.375, 7.118)
O (16.711, 11.198, 7.068)
O (17.409, 13.304, 6.675)
H (17.532, 15.306, 6.922)
H (16.179, 14.870, 5.931)
H (14.936, 14.945, 7.699)
H (16.278, 14.405, 8.895)

Forces on the atoms, in the same order (eV/Å):
-0.13 0.89 -0.15
1.93 -0.94 -0.02
-1.81 0.02 0.32
1.67 1.15 -0.04
-0.82 -0.31 0.59
-0.19 -0.17 -0.21
-0.02 0.13 0.03
-0.10 -0.52 0.34
-0.25 0.02 -0.35
-0.17 0.15 -0.15
0.05 -0.20 -0.51
-0.24 -0.42 0.25
0.81 -0.59 0.56
-0.54 1.00 0.56
-0.53 -1.24 -0.48
1.80 -0.68 -0.56
-1.19 0.74 0.08
0.28 0.24 0.20
-0.08 -0.04 -0.11
-0.55 0.25 -0.48
-0.07 0.26 0.32
0.35 -0.02 -0.25
-0.27 -0.33 -0.20
-0.52 -0.13 0.46
0.23 0.21 0.42
-0.49 0.04 0.72
0.56 0.00 -0.32
-0.16 0.08 0.40
0.55 0.57 -0.67
0.08 0.22 -0.18
-0.32 -0.44 -0.31
-0.08 0.12 -0.29
0.13 -0.05 0.14
-0.30 0.16 -0.07
0.08 -0.24 0.35
-0.28 -0.64 -0.14
-0.27 1.30 0.57
-0.81 0.05 -1.45
0.63 -1.32 0.13
0.19 0.89 0.57
-0.12 0.47 0.09
-0.26 0.01 -0.18
-0.20 -0.70 -0.01
0.57 -0.31 0.29
-0.10 -0.38 0.02
0.51 -0.11 -0.02
0.08 -0.11 -0.15
-0.14 0.14 0.12
-0.08 0.25 1.43
-1.19 1.18 -0.02
0.29 -0.80 -0.67
0.31 -1.21 -0.44
0.74 0.59 1.06
-0.12 -0.14 -0.76
0.01 -0.17 -0.24
0.57 0.13 0.06
-0.13 -0.43 0.42
0.13 0.02 0.04
0.19 -0.39 -0.40
-0.51 0.75 0.05
0.95 0.25 -0.50
-1.04 -0.23 1.40
0.30 0.32 -0.04
1.69 -0.32 -1.99
-0.45 -0.10 -0.21
0.04 0.15 -0.33
-0.78 0.24 0.21
-0.04 -0.30 0.66
-0.16 0.23 0.37
0.12 -0.22 0.33
-0.23 0.24 0.16
0.06 0.07 -0.11
0.23 -0.17 0.30
-2.03 -1.58 0.11
1.03 2.33 -0.72
-0.01 -0.76 0.88
-0.66 0.43 -1.19
0.43 0.26 0.43
0.70 -0.57 -0.22
-0.08 0.62 -0.26
0.25 0.02 0.01
0.38 -0.26 0.02
-0.59 0.05 -0.01
0.44 -0.27 0.37
-0.21 0.09 1.08
-0.32 -0.68 -2.17
0.47 -0.33 1.84
1.76 0.07 0.53
-1.39 0.41 -0.48
-0.46 -0.43 -0.05
-0.17 0.63 -0.58
-0.02 0.32 0.07
0.13 -0.17 -0.13
0.33 -0.42 -0.41
-0.42 0.31 0.33
0.21 0.58 -0.27
-0.53 1.50 -0.81
1.88 1.59 -1.70
-2.11 -1.65 1.43
0.51 -0.90 0.54
0.98 0.12 0.05
-0.07 -0.06 0.42
-0.20 -0.33 -0.02
0.41 0.00 -0.04
0.31 -0.43 0.31
-0.34 0.36 -0.24
0.21 -0.19 -0.65
-1.11 0.23 0.39
0.41 -0.11 0.81
-0.72 -0.12 -2.58
-0.32 -0.03 0.36
1.07 -0.04 2.47
0.06 0.16 -1.64
0.29 0.26 0.13
-0.09 0.14 0.27
-0.28 -0.30 -0.38
-0.26 -0.12 -0.26
-0.26 0.17 0.16
-0.07 0.27 0.52
0.16 -0.13 0.17
0.23 0.55 -0.76
1.25 -1.05 -2.96
-1.11 1.12 3.70
-0.68 -0.23 -0.34
0.35 0.26 -0.85
-0.27 -0.06 0.31
0.07 -0.24 -0.15
-0.33 0.06 0.22
-0.08 0.05 0.04
0.00 -0.49 0.82
0.36 0.51 0.08
0.13 -0.41 0.00
-0.80 0.48 -0.43
1.18 -1.09 1.07
-0.54 0.35 -0.69
2.25 1.15 -1.27
-1.72 -0.68 0.89
0.25 0.03 -0.21
-0.29 -0.40 0.18
-0.20 0.02 0.21
-0.15 -0.08 0.24
-0.31 -0.20 0.18
0.51 0.24 -0.26
-0.09 -0.01 -0.01
1.08 1.67 0.39
1.86 -2.52 0.51
-2.38 0.93 0.24
-0.34 0.42 1.28
0.67 -1.28 -0.85
-0.38 1.73 -1.46
-0.46 -0.12 -0.18
0.37 -0.52 0.25
0.22 -0.30 -0.34
-0.68 -0.17 0.11
0.58 0.71 0.04
1.92 2.81 -0.58
-2.68 -1.51 0.37
2.08 -1.67 0.09
-0.25 0.24 -0.45
-0.50 -0.07 -0.71
-0.20 0.06 0.56
0.10 -0.56 -0.49
-0.56 -0.52 1.01
-0.52 0.59 0.32

Computed properties:
- relative energy (zero: lowest compared OMol25 entry of this formula, charge and spin) (kJ/mol) = 0.0
- orbital gap (eV) = 8.7
- HOMO energy (eV) = -8.777
- charge = 0

Below is a 8-piece molecular cluster, C42H92N6O9 overall, with properties calculated with wB97M-V/def2-TZVPD.

Cartesian coordinates (Å):
N (-0.246, 0.517, -0.545)
O (0.427, 0.370, 0.512)
O (0.241, 0.312, -1.638)
O (-1.425, 0.804, -0.421)
C (1.968, 3.222, -1.756)
C (0.771, 3.462, -2.565)
C (-0.344, 4.237, -1.793)
N (-1.548, 4.555, -2.697)
C (-1.169, 5.404, -3.980)
C (-2.534, 5.436, -1.858)
C (-3.763, 4.694, -1.801)
C (-3.506, 3.263, -2.167)
C (-2.391, 3.368, -3.165)
H (1.892, 2.347, -1.110)
H (2.218, 4.137, -1.219)
H (2.818, 2.935, -2.375)
H (0.405, 2.536, -3.009)
H (1.125, 4.017, -3.435)
H (0.020, 5.237, -1.558)
H (-0.686, 3.572, -1.000)
H (-0.579, 6.242, -3.611)
H (-2.026, 5.780, -4.540)
H (-0.578, 4.802, -4.670)
H (-2.488, 6.374, -2.411)
H (-2.047, 5.720, -0.925)
H (-4.513, 5.133, -2.459)
H (-4.165, 4.774, -0.791)
H (-4.383, 2.771, -2.587)
H (-3.216, 2.641, -1.321)
H (-2.910, 3.587, -4.098)
H (-1.755, 2.484, -3.211)
C (6.062, 0.244, 4.250)
C (5.291, -0.436, 3.077)
C (5.786, -0.012, 1.653)
N (4.995, -0.746, 0.535)
C (3.609, -0.077, 0.345)
C (4.801, -2.277, 0.708)
C (4.495, -2.765, -0.712)
C (5.237, -1.840, -1.664)
C (5.854, -0.779, -0.753)
H (6.935, 0.778, 3.876)
H (6.369, -0.416, 5.062)
H (5.459, 1.047, 4.673)
H (4.203, -0.383, 3.125)
H (5.584, -1.482, 3.169)
H (6.846, -0.238, 1.538)
H (5.703, 1.062, 1.491)
H (3.795, 0.975, 0.560)
H (3.023, -0.489, 1.167)
H (3.032, -0.354, -0.537)
H (4.077, -2.409, 1.511)
H (5.785, -2.541, 1.095)
H (3.414, -2.727, -0.847)
H (4.750, -3.806, -0.907)
H (4.513, -1.382, -2.339)
H (5.982, -2.423, -2.206)
H (5.889, 0.218, -1.193)
H (6.873, -1.109, -0.553)
C (-2.733, 4.320, 1.993)
C (-1.538, 3.496, 2.317)
C (-0.683, 4.038, 3.561)
N (0.762, 3.443, 3.611)
C (0.676, 1.887, 3.858)
C (1.733, 4.136, 4.566)
C (3.120, 4.080, 3.940)
C (2.992, 3.419, 2.630)
C (1.510, 3.656, 2.248)
H (-3.521, 3.889, 2.611)
H (-2.979, 4.342, 0.931)
H (-2.585, 5.368, 2.251)
H (-0.888, 3.378, 1.449)
H (-1.878, 2.479, 2.513)
H (-1.203, 3.806, 4.491)
H (-0.481, 5.103, 3.443)
H (1.605, 1.320, 3.916)
H (0.145, 1.621, 2.943)
H (0.023, 1.850, 4.730)
H (1.763, 3.689, 5.560)
H (1.392, 5.163, 4.700)
H (3.754, 3.492, 4.603)
H (3.512, 5.081, 3.763)
H (3.196, 2.352, 2.546)
H (3.628, 3.785, 1.824)
H (1.177, 2.947, 1.491)
H (1.317, 4.690, 1.960)
C (-0.054, -6.337, 5.723)
C (-0.369, -5.819, 4.300)
C (0.851, -5.302, 3.548)
N (0.544, -4.964, 2.087)
C (0.316, -6.242, 1.280)
C (1.725, -4.289, 1.360)
C (1.130, -3.281, 0.386)
C (-0.320, -3.290, 0.553)
C (-0.642, -3.950, 1.957)
H (0.722, -7.100, 5.659)
H (-0.957, -6.802, 6.119)
H (0.288, -5.533, 6.374)
H (-1.203, -5.119, 4.353)
H (-0.911, -6.580, 3.739)
H (1.705, -5.951, 3.353)
H (1.173, -4.346, 3.962)
H (-0.660, -6.634, 1.566)
H (1.186, -6.895, 1.343)
H (0.295, -5.835, 0.268)
H (2.294, -5.103, 0.911)
H (2.367, -3.814, 2.102)
H (1.366, -3.505, -0.654)
H (1.563, -2.296, 0.560)
H (-0.794, -3.897, -0.219)
H (-0.762, -2.298, 0.457)
H (-1.589, -4.491, 1.962)
H (-0.488, -3.220, 2.752)
C (-7.670, -1.554, -3.934)
C (-6.142, -1.341, -4.035)
C (-5.307, -2.114, -3.035)
N (-3.782, -1.766, -3.181)
C (-3.430, -0.217, -3.161)
C (-3.115, -2.355, -4.473)
C (-1.658, -2.528, -4.019)
C (-1.639, -2.663, -2.500)
C (-3.105, -2.508, -2.010)
H (-8.371, -0.792, -4.272)
H (-8.048, -1.587, -2.912)
H (-8.032, -2.490, -4.361)
H (-6.042, -0.283, -3.793)
H (-5.886, -1.460, -5.088)
H (-5.363, -3.197, -3.145)
H (-5.488, -1.849, -1.993)
H (-2.360, -0.193, -2.954)
H (-4.039, 0.223, -2.372)
H (-3.683, 0.219, -4.127)
H (-3.204, -1.740, -5.368)
H (-3.543, -3.346, -4.624)
H (-1.044, -1.648, -4.209)
H (-1.319, -3.404, -4.573)
H (-1.156, -1.800, -2.042)
H (-1.165, -3.540, -2.060)
H (-3.197, -1.846, -1.149)
H (-3.570, -3.480, -1.842)
O (-4.212, 0.313, 0.189)
C (-5.262, 1.184, 0.142)
O (-6.379, 0.684, -0.052)
O (-5.099, 2.354, 0.454)
H (-3.495, 0.952, 0.202)
O (1.343, -2.196, -2.682)
C (2.056, -2.312, -3.800)
O (2.152, -1.387, -4.552)
O (2.643, -3.354, -4.180)
H (1.048, -1.282, -2.663)

Forces on the atoms, in the same order (eV/Å):
-0.67 -0.46 2.71
0.99 0.07 -0.10
1.36 -0.42 -2.31
-1.12 0.71 -0.48
1.41 -0.71 0.95
-1.41 0.60 -1.36
0.41 -0.93 -2.75
-0.43 0.99 -1.42
0.80 -0.76 1.24
3.20 1.34 -1.15
-2.97 0.02 1.02
0.24 -1.04 0.61
0.12 -0.20 0.38
-0.39 0.22 0.58
0.33 -0.16 0.30
0.06 0.38 -0.24
-0.26 -0.12 0.34
-0.35 0.48 -0.02
0.04 -0.29 0.74
-0.26 0.58 0.37
0.03 -0.02 -0.15
-0.34 -0.28 0.61
0.01 -0.09 0.28
-0.84 0.06 0.08
-0.04 -0.66 0.24
-0.04 -0.05 -0.07
-0.38 -0.23 -0.08
-0.02 0.15 -0.01
-0.02 0.25 0.26
0.89 0.27 -0.38
-0.05 0.11 -0.26
-0.66 1.05 -0.69
1.37 -0.54 -0.41
-0.77 -0.65 0.77
0.33 -0.21 -1.25
1.02 -0.67 1.45
0.95 1.33 0.46
-0.78 -0.60 0.78
-0.58 0.38 0.21
-0.29 0.36 -0.45
0.25 -0.28 -0.03
-0.16 -0.13 -0.31
-0.11 -0.08 0.19
0.03 0.20 0.27
-0.40 -0.24 -0.14
-0.12 -0.32 -0.08
-0.30 -0.04 -0.21
-0.47 0.01 -0.69
-0.10 0.28 0.09
0.67 0.31 -0.34
-0.12 -0.27 -0.33
-0.06 -0.66 -0.14
0.03 0.18 -0.20
0.21 0.01 0.46
0.29 -0.11 -0.30
0.01 0.50 -0.16
-0.04 -0.02 0.12
-0.11 0.30 0.74
-0.52 0.82 0.57
2.04 -0.69 0.73
0.33 -0.78 -1.55
1.08 -1.20 -0.90
-1.28 2.15 -0.81
-0.67 0.35 0.34
0.70 0.05 0.99
-1.28 -0.64 -2.47
0.22 -0.50 0.91
-0.59 0.56 -0.57
-0.23 -0.61 0.21
-0.04 0.12 0.25
0.23 0.24 0.00
0.11 -0.07 0.19
0.29 0.17 0.10
-0.32 0.04 0.17
0.10 0.69 0.28
-0.11 -0.74 0.30
0.30 -0.64 0.01
-0.55 -0.27 -0.19
-0.10 -0.05 -0.13
0.36 0.47 -0.02
0.12 -0.06 0.49
-0.13 -0.26 0.74
0.04 0.59 0.17
-0.31 0.15 0.17
0.00 -0.03 -0.06
0.05 0.01 -0.90
-0.46 -0.69 0.18
-0.44 0.80 -1.28
-0.34 0.30 -0.29
-0.63 1.74 -0.15
-0.13 -0.41 0.86
1.95 0.09 -0.58
-2.80 -0.56 1.18
1.80 -0.11 -1.84
0.00 -0.02 0.18
0.15 0.14 0.18
-0.09 -0.08 0.04
0.52 0.89 0.16
0.61 -0.67 -0.11
-0.05 -0.41 1.17
0.26 -0.13 0.24
0.40 -0.44 -0.12
-0.35 -0.11 0.45
-0.35 -0.60 -0.21
0.06 0.22 -0.06
-0.18 -0.04 0.15
0.19 -0.15 0.11
-0.12 0.11 0.17
-0.01 -0.06 0.18
-0.06 0.01 0.24
0.14 0.24 0.36
-0.36 -0.24 0.13
-0.91 -0.92 1.01
-1.51 1.13 0.17
1.06 0.74 -0.60
-0.38 -0.13 -0.97
-0.78 -2.00 0.41
0.17 0.06 1.99
0.02 -0.11 -0.30
-0.99 0.43 1.26
0.82 0.68 -1.28
0.85 0.44 -0.84
0.63 -0.22 0.51
0.32 -0.08 -0.24
0.37 0.14 -0.07
0.51 -0.30 0.10
0.03 0.01 -0.10
-0.54 0.17 -0.08
-0.18 0.36 0.07
0.26 0.00 0.16
0.05 -0.26 0.06
-0.42 0.11 0.36
-0.25 0.18 -0.09
-0.04 -0.17 -0.76
0.62 0.17 0.21
0.48 -0.09 -0.26
-0.14 -0.07 -0.53
-0.17 -0.19 0.14
-0.37 0.28 -0.19
1.52 -0.36 -0.69
-4.51 -0.82 0.98
0.26 -1.20 -1.07
2.47 2.43 0.04
0.80 -0.27 0.35
0.78 -1.46 0.05
-0.78 -1.23 1.34
0.61 2.41 -2.25
-0.01 -0.45 0.57
-0.52 0.96 0.49

Computed properties:
- expectation value of S² = 0.757
- spin multiplicity = 2
- orbital gap (spin up / spin down) (eV) = 5.4 / 2.7
- HOMO energy (spin up / spin down) (eV) = -11.759 / -11.759
- charge = +3